{"formula": "C60H116F24N6O24S8", "method": "the ωB97M-V functional and the def2-TZVPD basis", "mol_weight_g_mol": 2018.1, "orbital_gap_ev": 5.073, "energy_ev": -274066.2925, "lumo_energy_ev": 0.759, "homo_ha": -0.1585, "charge": -2, "elements": ["C", "C", "C", "N", "C", "C", "C", "C", "C", "H", "H", "H", "H", "H", "H", "H", "H", "H", "H", "H", "H", "H", "H", "H", "H", "H", "H", "C", "C", "C", "N", "C", "C", "C", "C", "C", "H", "H", "H", "H", "H", "H", "H", "H", "H", "H", "H", "H", "H", "H", "H", "H", "H", "H", "C", "C", "C", "N", "C", "C", "C", "C", "C", "C", "H", "H", "H", "H", "H", "H", "H", "H", "H", "H", "H", "H", "H", "H", "H", "H", "H", "H", "H", "H", "C", "C", "C", "N", "C", "C", "C", "C", "C", "C", "H", "H", "H", "H", "H", "H", "H", "H", "H", "H", "H", "H", "H", "H", "H", "H", "H", "H", "H", "H", "C", "C", "C", "N", "C", "C", "C", "C", "C", "C", "H", "H", "H", "H", "H", "H", "H", "H", "H", "H", "H", "H", "H", "H", "H", "H", "H", "H", "H", "H", "C", "C", "C", "N", "C", "C", "C", "C", "C", "C", "H", "H", "H", "H", "H", "H", "H", "H", "H", "H", "H", "H", "H", "H", "H", "H", "H", "H", "H", "H", "C", "F", "F", "F", "S", "O", "O", "O", "C", "F", "F", "F", "S", "O", "O", "O", "C", "F", "F", "F", "S", "O", "O", "O", "C", "F", "F", "F", "S", "O", "O", "O", "C", "F", "F", "F", "S", "O", "O", "O", "C", "F", "F", "F", "S", "O", "O", "O", "C", "F", "F", "F", "S", "O", "O", "O", "C", "F", "F", "F", "S", "O", "O", "O"], "coordinates": [[-6.209, -24.645, -12.910], [-5.170, -23.607, -12.377], [-3.785, -23.663, -13.106], [-2.572, -23.319, -12.162], [-2.868, -21.852, -11.759], [-2.198, -24.169, -10.893], [-0.762, -23.983, -10.665], [-0.197, -23.299, -11.881], [-1.230, -23.402, -12.926], [-7.231, -24.496, -12.562], [-6.037, -25.639, -12.496], [-6.421, -24.591, -13.978], [-5.199, -23.806, -11.306], [-5.506, -22.600, -12.621], [-3.725, -23.109, -14.043], [-3.519, -24.687, -13.365], [-3.907, -21.523, -11.746], [-2.430, -21.258, -12.561], [-2.384, -21.613, -10.813], [-2.802, -23.701, -10.116], [-2.590, -25.149, -11.164], [-0.655, -23.436, -9.728], [-0.377, -24.995, -10.541], [0.124, -22.264, -11.770], [0.682, -23.692, -12.391], [-1.037, -22.660, -13.701], [-1.203, -24.376, -13.415], [-17.060, -4.386, -10.679], [-17.437, -2.985, -11.045], [-18.494, -2.308, -10.083], [-18.809, -0.809, -10.334], [-17.600, 0.100, -10.111], [-20.023, -0.273, -9.377], [-21.124, 0.170, -10.256], [-20.504, 0.573, -11.534], [-19.405, -0.522, -11.749], [-17.975, -4.976, -10.742], [-16.525, -4.627, -9.760], [-16.472, -4.906, -11.435], [-17.836, -2.934, -12.058], [-16.468, -2.540, -10.819], [-18.140, -2.290, -9.052], [-19.490, -2.751, -10.090], [-16.866, -0.255, -10.836], [-17.266, -0.099, -9.093], [-17.839, 1.136, -10.351], [-19.702, 0.529, -8.713], [-20.260, -0.998, -8.599], [-21.572, 1.002, -9.713], [-21.765, -0.656, -10.562], [-20.098, 1.585, -11.556], [-21.341, 0.641, -12.229], [-18.666, -0.317, -12.523], [-19.982, -1.407, -12.019], [-16.097, -14.046, -19.144], [-15.434, -15.361, -19.228], [-16.328, -16.646, -19.215], [-15.665, -18.011, -19.250], [-16.780, -19.008, -19.063], [-16.294, -20.463, -19.238], [-15.701, -20.720, -20.638], [-14.510, -19.730, -20.795], [-14.911, -18.205, -20.577], [-14.580, -18.133, -18.129], [-15.420, -13.207, -19.308], [-16.436, -13.685, -18.173], [-16.829, -13.893, -19.937], [-14.538, -15.362, -18.608], [-15.142, -15.325, -20.278], [-17.106, -16.595, -19.977], [-16.957, -16.701, -18.326], [-17.564, -18.659, -19.735], [-17.171, -18.959, -18.047], [-17.213, -21.046, -19.174], [-15.587, -20.837, -18.498], [-16.538, -20.690, -21.336], [-15.420, -21.752, -20.849], [-14.052, -20.013, -21.743], [-13.699, -19.903, -20.088], [-15.706, -17.988, -21.291], [-14.078, -17.507, -20.653], [-14.961, -17.705, -17.202], [-13.655, -17.644, -18.434], [-14.300, -19.171, -17.947], [-16.667, -13.677, -9.785], [-15.339, -13.935, -10.430], [-14.303, -14.611, -9.459], [-12.774, -14.381, -9.844], [-12.042, -14.985, -8.580], [-12.157, -16.539, -8.543], [-11.765, -17.126, -9.889], [-12.624, -16.638, -11.162], [-12.320, -15.166, -11.163], [-12.285, -12.930, -9.880], [-16.654, -13.021, -8.915], [-17.052, -14.587, -9.325], [-17.366, -13.323, -10.543], [-14.924, -12.944, -10.613], [-15.244, -14.509, -11.352], [-14.584, -15.665, -9.457], [-14.436, -14.230, -8.446], [-12.407, -14.422, -7.722], [-10.958, -14.908, -8.662], [-13.188, -16.822, -8.331], [-11.395, -17.051, -7.955], [-11.885, -18.210, -9.877], [-10.690, -17.039, -10.049], [-13.694, -16.842, -11.132], [-12.184, -17.182, -11.997], [-12.707, -14.608, -12.015], [-11.247, -14.969, -11.180], [-11.206, -12.814, -9.778], [-12.703, -12.527, -8.958], [-12.683, -12.539, -10.816], [-2.157, -6.360, -12.290], [-2.880, -7.697, -12.271], [-1.901, -8.889, -12.646], [-2.674, -10.237, -12.812], [-3.457, -10.472, -11.461], [-3.902, -11.981, -11.202], [-2.778, -12.974, -11.374], [-2.173, -12.821, -12.798], [-1.621, -11.319, -13.032], [-3.682, -10.286, -14.069], [-1.465, -6.204, -13.118], [-1.606, -6.297, -11.352], [-2.857, -5.525, -12.263], [-3.685, -7.543, -12.990], [-3.303, -7.718, -11.266], [-1.127, -9.004, -11.887], [-1.286, -8.699, -13.526], [-2.939, -10.136, -10.563], [-4.332, -9.828, -11.363], [-4.395, -12.061, -10.234], [-4.685, -12.245, -11.912], [-1.992, -12.862, -10.627], [-3.205, -13.966, -11.226], [-1.443, -13.606, -12.995], [-2.982, -13.038, -13.495], [-0.849, -11.190, -12.273], [-1.203, -11.169, -14.027], [-4.510, -9.586, -13.959], [-4.156, -11.267, -14.101], [-3.140, -10.187, -15.010], [-26.114, -13.968, -6.810], [-26.949, -13.168, -5.762], [-26.512, -13.439, -4.323], [-27.195, -12.615, -3.193], [-26.626, -11.158, -3.001], [-27.131, -10.464, -1.700], [-26.896, -11.384, -0.510], [-27.265, -12.862, -0.523], [-26.805, -13.497, -1.898], [-28.762, -12.677, -3.338], [-25.909, -15.031, -6.683], [-25.186, -13.415, -6.955], [-26.636, -14.098, -7.758], [-27.931, -13.631, -5.857], [-26.863, -12.132, -6.092], [-25.482, -13.113, -4.178], [-26.516, -14.466, -3.959], [-25.537, -11.163, -3.011], [-26.936, -10.733, -3.956], [-26.519, -9.562, -1.705], [-28.169, -10.132, -1.704], [-25.812, -11.393, -0.403], [-27.226, -10.839, 0.375], [-26.913, -13.489, 0.296], [-28.345, -12.984, -0.442], [-25.722, -13.601, -1.962], [-27.226, -14.503, -1.890], [-29.078, -13.571, -3.876], [-28.970, -11.834, -3.997], [-29.340, -12.463, -2.439], [-14.265, -24.441, -7.976], [-13.341, -23.629, -7.427], [-15.517, -24.333, -7.376], [-14.312, -24.065, -9.291], [-13.744, -26.339, -7.865], [-13.351, -26.595, -6.499], [-15.031, -27.067, -8.182], [-12.642, -26.405, -8.819], [-21.124, -17.391, -13.573], [-19.837, -17.604, -13.895], [-21.397, -17.738, -12.302], [-21.355, -16.101, -13.849], [-22.232, -18.453, -14.764], [-22.056, -17.981, -16.155], [-21.945, -19.897, -14.651], [-23.624, -18.264, -14.265], [-7.865, -10.812, -1.784], [-7.794, -12.104, -2.146], [-8.998, -10.516, -1.082], [-6.812, -10.585, -1.043], [-7.740, -9.727, -3.317], [-6.695, -10.224, -4.285], [-9.050, -9.903, -3.999], [-7.481, -8.334, -2.863], [-6.910, -15.824, -18.498], [-8.064, -15.216, -18.540], [-6.746, -16.489, -19.666], [-5.974, -14.898, -18.447], [-6.916, -17.225, -17.106], [-7.942, -18.219, -17.472], [-5.554, -17.790, -17.006], [-7.243, -16.539, -15.865], [-17.924, -16.247, -2.569], [-16.917, -16.002, -1.703], [-17.507, -16.960, -3.548], [-18.841, -17.078, -2.090], [-18.712, -14.610, -3.289], [-17.656, -13.851, -3.904], [-19.710, -15.141, -4.263], [-19.340, -13.916, -2.150], [-23.383, -7.749, -11.650], [-24.150, -8.818, -11.419], [-23.966, -6.568, -11.202], [-22.300, -7.902, -10.915], [-22.774, -7.518, -13.501], [-22.328, -6.118, -13.401], [-21.779, -8.593, -13.764], [-24.076, -7.705, -14.250], [-5.144, -18.046, -4.619], [-6.088, -18.344, -3.717], [-5.574, -17.888, -5.819], [-4.414, -17.013, -4.240], [-4.080, -19.618, -4.742], [-4.106, -20.216, -3.391], [-4.692, -20.419, -5.820], [-2.707, -19.183, -5.044], [-10.592, -8.594, -15.619], [-9.869, -9.657, -15.364], [-10.515, -8.393, -17.023], [-11.853, -8.749, -15.243], [-9.850, -6.985, -14.665], [-10.947, -5.976, -14.558], [-9.310, -7.546, -13.367], [-8.673, -6.426, -15.399]], "mulliken_charge": [-1.516, -0.334, -0.720, 0.214, -0.863, -0.660, -0.646, -0.574, -0.750, 0.430, 0.365, 0.371, 0.286, 0.446, 0.378, 0.460, 0.308, 0.327, 0.392, 0.448, 0.393, 0.350, 0.298, 0.301, 0.416, 0.453, 0.428, -1.487, -0.060, -0.839, 0.283, -1.114, -0.640, -0.319, -0.691, -0.769, 0.371, 0.363, 0.392, 0.311, 0.270, 0.403, 0.492, 0.413, 0.394, 0.387, 0.335, 0.409, 0.278, 0.316, 0.333, 0.360, 0.362, 0.447, -1.549, -0.142, -0.801, 0.160, -0.544, -0.724, -0.731, -0.733, -0.729, -1.011, 0.419, 0.375, 0.337, 0.347, 0.263, 0.412, 0.548, 0.454, 0.417, 0.407, 0.279, 0.333, 0.413, 0.403, 0.350, 0.408, 0.495, 0.317, 0.424, 0.402, -1.416, -0.308, -0.699, 0.184, -0.672, -0.406, -0.908, -0.457, -0.793, -0.934, 0.393, 0.379, 0.376, 0.215, 0.330, 0.383, 0.375, 0.526, 0.364, 0.243, 0.362, 0.390, 0.348, 0.278, 0.387, 0.422, 0.481, 0.349, 0.387, 0.418, -1.486, -0.082, -0.762, 0.253, -0.852, -0.790, -0.646, -0.714, -0.666, -0.921, 0.350, 0.355, 0.383, 0.301, 0.289, 0.355, 0.508, 0.465, 0.492, 0.416, 0.334, 0.308, 0.385, 0.394, 0.313, 0.393, 0.485, 0.385, 0.398, 0.357, -1.428, -0.073, -0.725, 0.154, -0.747, -0.530, -0.677, -0.808, -0.737, -0.970, 0.383, 0.359, 0.383, 0.298, 0.260, 0.367, 0.435, 0.397, 0.450, 0.357, 0.335, 0.316, 0.387, 0.428, 0.354, 0.549, 0.404, 0.321, 0.423, 0.335, 0.557, -0.219, -0.224, -0.234, 1.064, -0.633, -0.666, -0.645, 0.580, -0.226, -0.197, -0.209, 1.072, -0.666, -0.662, -0.692, 0.598, -0.210, -0.217, -0.218, 1.084, -0.677, -0.688, -0.672, 0.586, -0.212, -0.242, -0.222, 1.063, -0.649, -0.673, -0.653, 0.600, -0.225, -0.223, -0.236, 1.078, -0.631, -0.678, -0.686, 0.571, -0.223, -0.250, -0.235, 1.027, -0.621, -0.607, -0.663, 0.625, -0.218, -0.213, -0.220, 1.081, -0.681, -0.678, -0.696, 0.576, -0.199, -0.256, -0.205, 1.058, -0.647, -0.664, -0.664]}